Below is a molecular structure, C15H26GdN in a non-equilibrium geometry, with properties calculated with ωB97M-V with the def2-TZVPD basis set.

Output
- expectation value of S² = 16.64
- M (g mol⁻¹) = 377.630
- HOMO level (spin up / spin down) (eV) = -13.914 / -15.600
- spin multiplicity = 8
- charge = +2
- E_tot (eV) = -38280.983

Last column: Löwdin charge in e.
Element x y z (Å)
C 2.05 -1.13 -0.28  -0.177
H 2.56 -1.67 0.54  0.095
H 2.17 -1.59 -1.27  0.084
H 0.96 -1.52 -0.18  0.026
C 2.85 0.29 -0.41  -0.275
H 2.22 1.15 -0.76  0.071
H 3.28 0.58 0.58  0.108
C 4.10 0.17 -1.37  -0.075
H 4.62 1.14 -1.42  0.086
H 4.85 -0.56 -1.01  0.096
H 3.80 -0.07 -2.41  0.083
C -2.11 0.99 -0.04  -0.338
C -1.10 1.62 -0.88  -0.282
C -0.56 0.60 -1.74  -0.287
C -1.21 -0.63 -1.41  -0.266
C -2.15 -0.40 -0.36  -0.310
C -2.99 -1.41 0.29  0.012
C -1.00 -1.92 -2.10  0.014
C 0.35 0.82 -2.88  -0.002
C -0.78 3.07 -0.88  0.016
C -2.89 1.66 1.03  -0.003
Gd -0.01 0.16 0.70  1.583
H -1.24 -2.75 -1.43  0.094
H -1.61 -2.08 -2.99  0.130
H 0.03 -2.00 -2.44  0.088
H -2.58 -2.40 0.14  0.088
H -3.06 -1.21 1.36  0.094
H -4.02 -1.45 -0.07  0.130
H -2.34 2.50 1.45  0.088
H -3.87 2.05 0.73  0.121
H -3.07 0.96 1.84  0.087
H 0.19 3.23 -1.37  0.091
H -1.50 3.73 -1.36  0.127
H -0.66 3.42 0.15  0.100
H 1.04 -0.03 -2.96  0.083
H -0.12 0.91 -3.86  0.119
H 0.94 1.71 -2.74  0.085
C 0.55 -1.50 5.43  -0.008
C 0.33 -0.96 4.09  -0.151
N 0.19 -0.56 3.01  0.026
H 1.16 -0.82 6.05  0.117
H 1.05 -2.47 5.33  0.116
H -0.43 -1.65 5.92  0.117



Below is 2 unconnected molecules or ions with the total composition C4H9NO2 in a non-equilibrium geometry, with properties calculated with ωB97M-V with the def2-TZVPD basis set.

Output
- M (g mol⁻¹) = 103.121
- HOMO level (spin up / spin down) (eV) = -9.820 / -9.820
- energy above the lowest of the compared OMol25 structures with the same formula, charge and spin (kJ/mol) = 607.1
- E_tot (eV) = -9873.768

Last column: natural (NBO) charge in e.
Element x y z (Å)
C 0.49 0.18 -0.33  -0.027
C 2.02 0.13 -0.30  -0.629
C -1.71 0.15 0.98  -0.689
C -0.27 -0.29 0.91  0.307
O -0.05 1.21 -0.97  -0.218
O -0.68 0.09 -2.30  -0.664
N 0.36 -1.03 1.73  -0.631
H -1.03 0.29 -3.18  0.463
H 0.14 -0.64 -1.15  0.374
H -0.23 -1.31 2.52  0.338
H 2.36 -0.85 0.01  0.237
H 2.40 0.37 -1.30  0.223
H 2.39 0.87 0.41  0.219
H -2.22 -0.34 1.81  0.215
H -2.22 -0.08 0.05  0.245
H -1.76 1.23 1.11  0.238



Below is C5H8N2 in the gas phase in a non-equilibrium geometry, with properties calculated with ωB97M-V with the def2-TZVPD basis set.

Output
- M (g mol⁻¹) = 96.133
- HOMO level (eV) = -7.707
- energy above the lowest of the compared OMol25 structures with the same formula, charge and spin (kJ/mol) = 200.0
- E_tot (eV) = -8292.923
- SMILES = [H]/N=C1/C=CN(C)C1

Last column: natural (NBO) charge in e.
Element x y z (Å)
C -0.73 -1.93 -0.64  -0.394
N -0.43 -0.58 -0.21  -0.400
C -1.13 0.56 -0.51  0.068
C -0.53 1.68 -0.02  -0.396
C 0.63 1.29 0.81  0.264
N 1.48 2.02 1.42  -0.688
C 0.82 -0.15 0.36  -0.304
H -1.79 -2.01 -0.94  0.213
H -0.12 -2.21 -1.51  0.191
H -0.56 -2.66 0.16  0.204
H -2.06 0.48 -1.07  0.213
H -0.82 2.70 -0.20  0.236
H 1.53 0.45 -0.31  0.248
H 2.22 1.42 1.80  0.321
H 1.34 -0.94 0.91  0.224



Below is a molecular structure, C9H18BiCl2OS in a non-equilibrium geometry, with properties calculated with ωB97M-V with the def2-TZVPD basis set.

Output
- M (g mol⁻¹) = 454.195
- HOMO level (spin up / spin down) (eV) = -2.777 / -2.776
- energy above the lowest of the compared OMol25 structures with the same formula, charge and spin (kJ/mol) = 0.0
- charge = -1
- E_tot (eV) = -53392.841

Last column: natural (NBO) charge in e.
Element x y z (Å)
Bi 0.97 -0.73 0.20  1.266
Cl -0.03 -2.72 -0.94  -0.698
Cl 1.35 1.56 1.39  -0.744
C 2.17 -0.11 -1.46  -0.872
H 2.79 0.76 -1.26  0.226
H 2.69 -0.97 -1.89  0.212
C -0.35 0.57 -1.57  -0.437
C 0.88 0.36 -2.30  -0.262
H -0.29 1.24 -0.69  0.218
C 0.72 -0.56 -3.57  -0.398
H 1.19 1.32 -2.77  0.151
C -0.51 -0.20 -4.42  -0.398
H 1.63 -0.45 -4.18  0.188
H 0.64 -1.61 -3.27  0.222
C -1.79 -0.14 -3.58  -0.393
H -0.33 0.76 -4.95  0.177
H -0.60 -0.95 -5.20  0.190
C -1.60 0.76 -2.35  -0.420
H -2.64 0.22 -4.18  0.182
H -2.04 -1.15 -3.23  0.206
H -1.59 1.78 -2.76  0.166
H -2.49 0.71 -1.71  0.204
C -1.81 -1.18 4.47  -0.828
S -1.97 -0.29 2.93  1.240
C -1.39 1.31 3.49  -0.830
O -0.91 -0.89 2.03  -0.984
H -2.63 -0.85 5.11  0.215
H -0.83 -0.98 4.91  0.229
H -1.92 -2.25 4.24  0.247
H -0.45 1.19 4.03  0.240
H -1.23 1.96 2.62  0.277
H -2.18 1.72 4.13  0.209